No. 1
Entry from OMol25: a structure of composition C32H31IIrP at a distorted geometry (ωB97M-V/def2-TZVPD).

The geometry in ORCA input format:
```
! RIJCOSX wB97M-V def2-TZVPD def2/J DEFGRID3
* xyz 2 1
Ir 0.870 1.147 -0.109
C 2.235 2.876 -0.595
C 2.008 2.788 0.785
C 0.553 2.916 1.013
C -0.083 3.064 -0.246
C 0.959 2.954 -1.252
C 0.726 3.054 -2.715
C -1.495 3.482 -0.485
C -0.150 3.058 2.326
C 2.988 2.672 1.897
C 3.546 2.885 -1.315
H 1.006 4.060 -3.045
H -0.320 2.894 -2.962
H 1.339 2.347 -3.274
H -1.542 4.551 -0.701
H -2.106 3.290 0.395
H -1.932 2.949 -1.327
H -0.774 3.952 2.316
H 0.554 3.151 3.152
H -0.788 2.196 2.524
H 3.068 3.649 2.382
H 3.979 2.376 1.562
H 2.645 1.962 2.651
H 3.598 2.135 -2.105
H 4.388 2.746 -0.639
H 3.665 3.854 -1.803
I 2.909 -0.346 -0.561
C 2.552 -2.405 -0.640
C 3.708 -3.072 -0.931
C 3.716 -4.476 -1.009
C 2.557 -5.146 -0.779
C 1.351 -4.465 -0.477
C 0.195 -5.245 -0.244
C -0.997 -4.663 0.050
C -1.067 -3.265 0.107
C 0.018 -2.443 -0.116
P -0.555 -0.717 0.040
C -1.858 -0.542 -1.203
C -1.851 -1.335 -2.348
C -2.798 -1.121 -3.341
C -3.750 -0.124 -3.192
C -3.756 0.671 -2.051
C -2.805 0.473 -1.065
C -1.272 -0.636 1.704
C -2.642 -0.713 1.937
C -3.127 -0.645 3.237
C -2.250 -0.510 4.303
C -0.880 -0.447 4.076
C -0.392 -0.507 2.781
C 1.295 -3.039 -0.406
H 4.634 -2.536 -1.100
H 4.634 -4.996 -1.242
H 2.531 -6.228 -0.821
H 0.285 -6.323 -0.303
H -1.883 -5.254 0.235
H -2.032 -2.826 0.334
H -1.119 -2.123 -2.471
H -2.795 -1.742 -4.227
H -4.493 0.033 -3.963
H -4.508 1.440 -1.930
H -2.813 1.093 -0.178
H -3.337 -0.830 1.115
H -4.193 -0.705 3.414
H -2.633 -0.464 5.314
H -0.195 -0.359 4.909
H 0.681 -0.474 2.615
*
```

Summary:
Electronic energy = -1980.8778 Eh
LUMO level = -7.4 eV
Gap between HOMO and LUMO = 6.49 eV
ΔE to the lowest compared entry with this formula, charge and spin = 0.559 eV

Löwdin population analysis, charges in e, atoms 1 to 8: atom 1 (Ir): 0.861, atom 2 (C): -0.327, atom 3 (C): -0.305, atom 4 (C): -0.302, atom 5 (C): -0.314, atom 6 (C): -0.304, atom 7 (C): 0.020, atom 8 (C): -0.002

***

No. 2
Entry from OMol25: a structure of composition C32H32BFeN3O5S2Se2 (ωB97M-V/def2-TZVPD).

The geometry in ORCA input format:
```
! RIJCOSX wB97M-V def2-TZVPD def2/J DEFGRID3
* xyz -1 6
Fe -2.013 1.335 -0.359
Se -4.373 -0.207 -1.347
Se -3.805 3.260 -0.219
C -3.982 2.245 1.350
C -4.893 2.476 2.394
C -4.911 1.633 3.479
C -4.032 0.548 3.535
C -3.166 0.366 2.484
N -3.129 1.190 1.430
C -3.408 0.458 -2.797
C -3.703 0.144 -4.146
C -2.939 0.662 -5.158
C -1.865 1.510 -4.854
C -1.622 1.786 -3.533
N -2.362 1.287 -2.524
H -5.568 3.318 2.317
H -5.604 1.811 4.293
H -4.032 -0.138 4.372
H -2.464 -0.462 2.455
H -4.539 -0.512 -4.344
H -3.167 0.424 -6.192
H -1.240 1.941 -5.625
H -0.808 2.441 -3.239
C -0.814 2.760 1.027
C 0.198 3.649 0.333
C -0.380 4.945 -0.125
C -0.031 5.544 -1.273
C 0.918 4.905 -2.177
C 1.349 3.656 -1.974
C 1.273 1.542 -0.567
H -1.441 3.330 1.704
H -0.314 1.940 1.558
H -1.079 5.413 0.559
H -0.436 6.513 -1.536
H 1.285 5.467 -3.030
H 2.044 3.169 -2.651
H 2.009 0.836 -0.186
O 5.357 -5.040 -4.541
C 4.930 -5.014 -3.259
O 5.520 -5.638 -2.425
C 3.703 -4.188 -2.957
C 3.214 -4.233 -1.662
C 2.074 -3.534 -1.296
C 1.410 -2.758 -2.240
S -0.088 -1.829 -2.042
C 1.907 -2.693 -3.540
C 3.042 -3.406 -3.892
H 4.778 -4.514 -5.105
H 3.740 -4.842 -0.938
H 1.711 -3.613 -0.284
H 1.404 -2.075 -4.275
H 3.392 -3.309 -4.915
S 1.494 4.080 1.583
C 0.851 2.895 -0.805
N 0.130 1.544 -1.074
C 0.217 -3.064 3.704
C 1.275 -2.257 2.967
C 2.659 -2.709 3.375
O 1.091 -2.551 1.540
B 0.381 -1.513 1.028
O 0.226 -0.467 1.859
C 1.039 -0.706 3.041
C 2.300 0.123 2.886
C 0.255 -0.222 4.241
H 0.363 -4.123 3.487
H -0.787 -2.789 3.375
H 0.290 -2.910 4.781
H 2.715 -3.798 3.340
H 2.871 -2.386 4.396
H 3.425 -2.305 2.716
H 2.923 -0.234 2.062
H 2.892 0.096 3.803
H 2.029 1.165 2.682
H -0.703 -0.731 4.344
H 0.060 0.844 4.114
H 0.836 -0.361 5.156
O -1.458 -0.744 -0.290
C -0.424 -1.376 -0.377
*
```

Summary:
Electronic energy = -8666.9320 Eh
⟨S²⟩ = 8.77
LUMO level (alpha / beta) = 1.3 / 1.3 eV
Gap between HOMO and LUMO (alpha / beta) = 4.81 / 4.87 eV
ΔE to the lowest compared entry with this formula, charge and spin = 4.208 eV

Löwdin population analysis, charges in e, atoms 1 to 8: atom 1 (Fe): 0.570, atom 2 (Se): 0.555, atom 3 (Se): 0.649, atom 4 (C): -0.754, atom 5 (C): -0.105, atom 6 (C): -0.087, atom 7 (C): -0.084, atom 8 (C): -0.131

***

> Look up the electronic energy of the first one.

-1980.8778 Eh